22
Properties=species:S:1:pos:R:3 method="wB97M-V/def2-TZVPD" e_lumo_ev="-0.23 / -0.23" multiplicity=1 homo_energy_ha="-0.291 / -0.291" energy_ha=-1100.614973
C 0.2600 -2.0344 1.7314
C 2.1337 -1.7543 0.1899
C 0.6380 -1.5010 0.3065
N -1.0263 2.5637 -1.2885
N -1.8417 0.3796 0.2539
Si -2.3668 1.9119 -0.4413
Si 0.2751 1.6965 -1.8410
Si -0.0409 0.2847 -0.0148
H 0.5174 -1.2301 2.5225
H -0.8284 -2.0639 1.8135
H 0.7817 -2.8840 1.9353
H 2.2001 -2.9037 -0.2111
H 2.6630 -1.7438 1.2075
H 2.7453 -1.1159 -0.5393
H 0.0405 -2.1574 -0.3960
H -1.2574 3.3299 -1.8594
H -2.3792 -0.2504 0.8010
H -2.9630 2.9256 0.5364
H -3.4142 1.6851 -1.5107
H 0.6153 1.4106 -3.2739
H 1.4762 2.6424 -1.5818
H 1.7715 0.8091 1.6599